# 1
The following is a quantum chemistry calculation of a structure of composition C30H49Cl3LaN3O4Si in a non-equilibrium geometry, from OMol25.

Geometry as XYZ:
```
91
Properties=species:S:1:pos:R:3:forces:R:3:lowdin_charge:R:1
C -1.245439 -0.199238 -4.979423 0.0360 0.3631 -0.1426 -0.0613
C -0.986892 -1.348915 -4.055446 0.1198 -0.3093 1.0408 -0.2346
H -1.151809 -0.446899 -6.044388 0.2322 -0.0775 0.2291 0.0679
H -0.558364 0.618970 -4.713948 -0.2940 -0.0818 -0.1886 0.0743
H -2.268500 0.179678 -4.849124 0.2580 -0.0422 0.2244 0.0841
C -0.249571 -2.409403 -4.395550 -0.5196 -0.4564 -0.1994 -0.1688
C 0.423302 -2.598672 -5.709631 0.2029 0.0399 -0.8172 -0.1246
H -0.189916 -3.296789 -3.759561 -0.1027 0.5323 -0.1649 0.0901
H 0.912564 -1.672620 -6.045588 -0.0527 -0.2656 -0.0448 0.0694
H -0.278248 -2.906670 -6.502312 0.1479 0.1117 0.1139 0.0762
H 1.177765 -3.394691 -5.654976 -0.0389 0.1909 -0.0235 0.0536
La 2.451628 0.396512 1.282145 0.7354 1.3320 0.9487 1.4842
Cl 4.068432 2.384038 0.601572 0.2816 0.3679 -0.0797 -0.3158
C 0.484768 -1.973362 2.472589 1.0781 1.1045 0.6679 -0.3400
O 1.044179 -0.871931 2.830754 -0.8146 -2.2581 -0.3890 -0.2960
N 0.942414 -3.173494 2.845955 -0.0113 0.5706 0.1335 -0.1563
C 2.277965 -3.254983 3.418694 -0.0759 -0.2179 0.2914 -0.0217
C 0.057143 -4.327823 2.986012 0.1086 -0.4489 -0.2398 -0.0299
H -0.347378 -2.001483 1.762294 -0.3100 0.1700 0.5154 0.1005
H 2.698182 -2.246025 3.421450 0.0087 -0.3826 0.1856 0.0741
H 2.922331 -3.929679 2.837588 -0.2976 0.1276 0.0373 0.1024
H 2.208196 -3.642532 4.442166 0.1781 0.1833 -0.1066 0.0980
H -0.963787 -4.072128 2.687827 0.2719 0.0268 -0.0246 0.0939
H 0.055870 -4.657907 4.037051 -0.0365 0.2717 -0.2402 0.0962
H 0.391807 -5.184015 2.380847 -0.0238 0.4021 0.0876 0.0861
H 0.544343 3.125713 5.971386 0.0318 0.0516 -0.2252 0.0956
H -1.059003 4.843716 5.122334 0.0703 -0.0654 0.0339 0.0900
C 1.128383 3.285196 5.056480 0.0452 -0.0991 -0.0729 -0.0175
C -0.496877 4.894481 4.188949 -0.3233 0.0322 -0.0169 -0.0406
N 0.227312 3.652522 3.968004 0.2905 0.3237 0.1638 -0.1603
H 1.645363 2.362440 4.806697 0.0025 0.0719 -0.0366 0.0829
C 0.225418 3.055608 2.778138 0.7451 -1.0519 -0.4091 -0.2338
O 1.048668 2.160165 2.436369 -1.1360 0.9860 0.4618 -0.2223
H -1.209917 5.066952 3.390000 -0.0607 -0.0513 -0.1947 0.0855
H -0.599832 3.385560 2.106970 0.6317 -0.1318 0.1821 0.1416
H 1.858953 4.082996 5.250887 -0.1559 -0.1875 -0.1632 0.1014
H 0.182876 5.754552 4.234051 0.0072 -0.2524 -0.0084 0.1003
H 1.692965 -0.401968 -2.782533 0.3783 0.1021 -0.0821 0.0708
H 2.861477 -3.205571 -3.810704 0.2646 0.2071 0.0550 0.0852
C 2.792624 -0.409882 -2.890440 -0.0221 -0.0946 -0.1002 -0.0182
C 3.737309 -2.676789 -3.401012 -0.5733 -0.3789 0.0362 -0.0330
N 3.330206 -1.689484 -2.403055 0.7965 0.0341 1.4309 -0.1674
H 3.232114 0.433477 -2.332740 -0.1346 -0.3551 -0.2841 0.0925
C 3.722529 -1.865600 -1.119900 -0.2635 0.6991 -1.1286 -0.3131
O 3.856262 -0.942486 -0.285003 -0.1955 -0.9554 -0.1207 -0.2740
H 4.404347 -3.404482 -2.922107 -0.1315 0.1633 -0.3055 0.0890
H 3.908583 -2.930579 -0.868721 0.2672 0.5345 -0.0116 0.1477
H 3.065830 -0.375522 -3.955407 -0.1952 0.3665 0.3916 0.0933
H 4.252969 -2.160539 -4.225517 -0.0533 -0.2572 0.3703 0.0993
O -1.285753 0.153843 -2.174376 0.6681 -0.8910 0.1745 -0.3126
C -1.566908 -1.101929 -2.623648 -1.2294 0.1478 0.0690 -0.4822
C 0.017680 -2.882209 -1.647684 0.1289 -0.3330 0.0026 -0.2340
C -1.291911 -2.354756 -1.675589 1.0149 0.1888 -1.3135 -0.1805
H 0.840932 -2.439435 -2.247510 -0.9579 -0.0365 0.8036 0.0662
C 0.335528 -4.033380 -0.930530 0.6713 0.4224 -0.4003 -0.1320
H -2.679575 -1.162626 -2.769721 -0.0203 -0.3412 -0.1370 0.1174
C -2.277867 -3.071287 -0.996368 -0.0851 0.1613 0.0511 -0.0487
H 1.404542 -4.303186 -0.841288 -0.6625 -0.1944 -0.1891 0.0994
C -0.661559 -4.774007 -0.329453 -0.7559 0.0774 0.5377 -0.1414
C -1.977223 -4.275149 -0.344332 0.4080 -0.1228 0.2068 -0.1083
H -3.315705 -2.703569 -0.991512 0.5103 -0.1263 -0.0775 0.1132
H -0.415105 -5.709830 0.175504 -0.1981 0.2020 -0.0887 0.0885
H -2.762786 -4.817306 0.185546 0.1382 0.0667 -0.2543 0.0922
Si -0.446403 3.540943 -2.085897 0.7906 0.1077 0.5063 0.6815
Cl 0.886778 -0.864932 -0.120651 -1.2299 -0.0466 -1.1406 0.2802
C 1.273004 4.302244 -1.761292 0.3148 0.1891 -0.2522 -0.2571
C -1.493003 4.397696 -0.757468 -0.6828 0.1567 0.1091 -0.2733
C -0.919901 3.764807 -3.875625 -0.4719 0.4076 -0.4241 -0.2591
H 1.891278 3.615010 -1.163834 -0.0022 0.3146 -0.1916 -0.0339
H 1.207465 5.261834 -1.215261 -0.0865 -0.3989 -0.0772 0.0152
H 1.809961 4.541036 -2.695912 -0.0761 -0.3159 0.2640 0.0183
H -0.077902 3.506398 -4.528558 -0.1341 -0.1338 0.1747 0.0182
H -1.182341 4.812290 -4.114927 0.0198 -0.2794 0.1398 0.0254
H -1.778986 3.129530 -4.132853 0.2669 0.1274 0.0057 0.0173
H -1.810381 3.622039 -0.034702 0.0201 0.5713 -0.3316 -0.0623
H -2.389825 4.938054 -1.127275 0.2734 -0.5162 0.1386 0.0288
H -0.901795 5.164284 -0.227610 -0.0108 -0.3721 -0.1248 0.0131
Cl -3.770193 3.450902 1.690382 -0.2587 0.3932 -0.1517 0.7500
C -3.232399 2.291193 2.827638 0.3097 -0.9670 0.5260 -0.6331
C -3.255295 2.606681 4.176293 0.1619 -0.1221 -0.0011 -0.1382
C -2.807079 1.682399 5.132638 -0.0952 0.1939 -0.1631 -0.0967
C -2.406333 0.405449 4.720945 0.0620 -0.2032 -0.0464 -0.0968
C -2.398163 0.062825 3.381375 0.0828 0.4807 -0.1836 -0.0351
C -2.739755 1.015491 2.351136 -0.0756 0.3498 1.0968 -0.3124
C -2.538575 0.735755 1.014972 -0.0289 -0.4066 -0.4633 0.1037
H -3.605585 3.591856 4.479866 0.0338 -0.2132 -0.0526 0.1016
H -2.790335 1.961012 6.187876 -0.0581 -0.1229 -0.3182 0.1009
H -2.093307 -0.326591 5.468946 -0.1239 0.1932 -0.2312 0.1032
H -2.106675 -0.940894 3.063829 -0.0476 0.3420 0.1041 0.0997
H -2.020939 -0.178797 0.730204 -0.2064 0.2088 -0.1525 0.0531
H -2.897166 1.375909 0.216639 0.2543 -0.1051 0.0751 0.0536
```
Positions in Å, forces in eV/Å.

ΔE to the lowest compared entry with this formula, charge and spin = 15.53 kcal/mol
LUMO (alpha / beta) = -0.540 / -0.646 eV
Kohn-Sham gap (alpha / beta) = 5.020 / 4.830 eV

# 2
The following is a quantum chemistry calculation of a cluster of 3 separate species, C30H49IN2O4 in total in a non-equilibrium geometry, from OMol25.

Geometry as XYZ:
```
86
Properties=species:S:1:pos:R:3:forces:R:3:lowdin_charge:R:1
C -3.963547 -5.617907 2.791703 -0.4705 -0.4631 0.5492 -0.1874
C -4.809706 -4.825258 1.705928 2.0534 0.5159 0.4109 -0.2676
C -3.737072 -4.261732 0.641825 -0.8221 0.9049 1.3749 -0.7041
I -2.624847 -5.900703 -0.168316 0.0111 0.1998 -0.0765 0.9607
C -4.327217 -3.143000 -0.247837 -0.6491 2.1815 -0.7739 -0.1629
C -4.453200 -1.829865 0.446682 -0.4642 0.1499 -1.2029 -0.0123
C -5.019953 -0.646291 -0.148870 -0.1103 -1.8249 -0.9980 -0.0123
C -5.538786 -0.677121 -1.522374 0.8426 -1.6697 0.5330 -0.1414
C -6.214762 0.578486 -2.139481 -0.3918 -0.4557 0.5895 -0.1348
C -5.258930 1.810721 -2.395281 -0.0422 -0.3831 -0.8242 -0.1372
C -3.761701 1.472698 -2.670296 0.2399 1.8899 0.5167 -0.1769
O -3.529372 1.104420 -4.069276 0.7879 -1.4921 1.4113 -0.0365
C -2.368697 0.310449 -4.038495 0.0626 -1.0570 -1.1237 -0.4649
C -2.548284 -1.176111 -4.504939 -0.7699 0.5208 -0.1404 0.0313
O -1.301479 0.721429 -3.672468 -0.9512 0.1100 0.0017 0.1022
C -5.422523 -1.948365 -2.226089 0.3198 0.1458 0.8549 -0.0091
C -4.820234 -3.168687 -1.607906 0.1214 1.3236 1.1130 -0.0320
C -4.826981 -4.411191 -2.500771 -2.0075 -0.2540 -2.0265 -0.3428
O -3.949510 -5.139274 -2.891729 0.2734 0.6672 0.9981 0.0111
C -6.199183 -4.611019 -3.271462 -0.1944 1.7923 0.3194 0.0218
C -6.721335 -3.501581 -3.856030 0.2914 -0.0786 0.3310 0.0087
C -5.992892 -2.119268 -3.685391 -0.0264 -1.4926 1.3999 -0.3102
O -5.861552 -1.309495 -4.564936 -0.3449 -0.2763 0.3338 0.0955
H -4.383937 -5.486430 3.829828 0.2211 -0.0762 -1.0872 0.0743
H -2.893126 -5.285111 2.849366 -1.0153 -0.1179 -0.2225 0.0581
H -3.937826 -6.719195 2.600221 -0.0434 0.9339 0.0432 0.0524
H -5.608885 -5.433672 1.227273 0.5239 0.5602 0.4212 0.1086
H -5.182585 -3.908405 2.239292 -0.1808 -0.8854 -0.7748 0.1038
H -2.990940 -3.734273 1.308308 -0.6691 -0.6335 -0.9261 0.0750
H -4.097340 -1.730893 1.505186 -0.3005 -0.2867 -1.1326 0.1171
H -5.116034 0.297173 0.442222 0.1919 -0.9850 -0.5383 0.1223
H -6.780381 0.260256 -3.053742 0.7466 0.5066 0.7813 0.1066
H -6.989157 0.916469 -1.389353 0.6973 -0.3713 -0.7595 0.1211
H -5.342519 2.542895 -1.547065 0.2957 -0.7775 -0.7311 0.1164
H -5.641128 2.332842 -3.318808 0.4018 -0.3629 0.9715 0.1266
H -3.170114 2.419872 -2.493195 -0.5614 -0.9495 -0.0916 0.1333
H -3.313270 0.711926 -1.982124 -0.6779 0.4240 -0.5614 0.1247
H -3.447523 -1.279779 -5.168783 0.9137 0.1814 0.5990 0.0773
H -2.754444 -1.795063 -3.592237 0.2712 0.5453 -0.6743 0.0879
H -1.633479 -1.561186 -5.015528 -0.6867 0.4909 0.5710 0.0927
H -6.687552 -5.600133 -3.392258 0.7642 0.6684 0.1596 0.1203
H -7.663215 -3.541792 -4.455697 1.0781 0.1544 0.3370 0.1195
C 2.720486 3.379191 0.925887 0.0623 0.0434 0.0126 -0.0917
C 2.150419 2.535099 -0.206267 0.1290 0.0853 0.0389 -0.2746
N 1.821956 3.303155 -1.395943 -0.2959 0.1277 -0.1575 -0.1960
C 1.010333 2.562996 -2.356663 -0.1950 -0.1227 0.0337 -0.2494
C 1.629820 1.328683 -3.012296 -0.0095 -0.1498 -0.2680 -0.0870
C 2.902699 4.093600 -1.966073 0.1551 0.1823 0.2347 -0.2506
C 4.181515 3.362016 -2.380109 0.1876 0.0688 -0.1714 -0.0871
H 2.054704 4.210492 1.170813 0.0392 -0.0195 -0.0902 0.0788
H 2.833532 2.766857 1.823758 0.0245 -0.0057 -0.0584 0.0616
H 3.704714 3.782972 0.678768 -0.0338 0.0183 0.0333 0.0622
H 1.235427 2.066110 0.170340 -0.0401 -0.0009 -0.2542 0.1175
H 2.852745 1.717881 -0.427762 0.0185 -0.0821 0.0922 0.0979
H 0.671698 3.245652 -3.142756 0.1370 0.0822 0.0864 0.1144
H 0.092090 2.248288 -1.848962 0.0963 0.0200 0.0961 0.0997
H 2.374478 1.598234 -3.761711 0.0995 -0.0156 0.0992 0.0563
H 0.850966 0.764930 -3.529414 0.1639 0.1066 0.1276 0.0416
H 2.087817 0.657077 -2.283381 0.0506 0.0615 0.0081 0.0692
H 3.176781 4.868524 -1.242716 -0.0364 -0.0950 0.0704 0.0995
H 2.523334 4.654305 -2.826169 -0.1706 -0.1825 0.0350 0.1140
H 4.525132 2.656210 -1.621330 -0.0603 -0.0006 -0.0065 0.0650
H 4.985835 4.087896 -2.530485 -0.0402 -0.0101 0.0204 0.0704
H 4.058213 2.828687 -3.321863 0.0116 -0.0985 0.0864 0.0530
C 5.445489 -0.154990 6.491859 -0.0382 -0.0652 -0.0337 -0.0935
C 6.069538 1.038700 5.781540 -0.1039 -0.1039 0.0059 -0.2762
N 6.893159 0.670926 4.640342 0.3435 0.0284 -0.0904 -0.1978
C 7.720193 1.764594 4.148218 0.1523 0.0924 0.1203 -0.2522
C 7.010319 2.989650 3.567093 0.1027 0.1363 -0.1438 -0.0890
C 6.245142 -0.134185 3.615130 -0.1656 -0.2861 0.1107 -0.2482
C 4.986855 0.431159 2.953668 -0.1058 -0.0419 -0.2336 -0.0898
H 6.207596 -0.883281 6.779422 -0.0188 0.0392 -0.0864 0.0794
H 4.941802 0.177901 7.402064 0.0034 0.0155 -0.0622 0.0715
H 4.701128 -0.657308 5.870685 0.0319 -0.0128 0.0344 0.0633
H 6.698169 1.556655 6.513147 0.1046 0.0647 -0.2203 0.1176
H 5.271553 1.741635 5.500836 -0.0599 0.0439 0.0850 0.0991
H 8.421144 1.377382 3.401430 -0.1461 -0.1345 0.0082 0.1114
H 8.354926 2.103700 4.974752 -0.1235 -0.0800 0.0818 0.1083
H 6.591341 2.786541 2.581965 -0.0870 0.0140 0.0519 0.0526
H 7.731536 3.802088 3.441612 -0.0256 -0.0335 0.0247 0.0709
H 6.217302 3.358069 4.219639 -0.0039 -0.0405 -0.0225 0.0662
H 5.989097 -1.103689 4.054023 -0.0004 0.0861 0.1022 0.1011
H 6.973267 -0.379271 2.835515 0.1026 0.1919 0.1232 0.1153
H 4.282080 0.846304 3.676904 0.0588 0.0130 0.0163 0.0659
H 4.464209 -0.367279 2.419419 0.0302 0.0191 0.0256 0.0738
H 5.224682 1.199009 2.217974 -0.0740 0.0677 0.0786 0.0484
```
Positions in Å, forces in eV/Å.

LUMO = -0.791 eV
Kohn-Sham gap = 6.970 eV

no.,E (hartree)
1,-3339.37641
2,-1880.53268